w:
Entry from the Open Molecules 2025 dataset: an isolated molecule of C2H4O2S (the ωB97M-V functional and the def2-TZVPD basis).

Summary:
Highest occupied orbital energy = -9.121 eV
Frontier orbital gap = 0.34221 hartree

Structure (XYZ):
```
9
Properties=species:S:1:pos:R:3:nbo_charge:R:1
C -0.360 -0.043 -0.003 -0.0666
C 0.986 0.610 0.095 -0.7105
O -2.909 -0.249 0.172 -0.9039
O -0.380 -1.560 -0.482 -0.6791
S -1.821 0.658 0.212 1.1556
H 1.420 0.920 -0.868 0.2455
H 1.695 -0.129 0.585 0.2366
H 0.778 1.391 0.946 0.2597
H 0.591 -1.598 -0.657 0.4627
```



x:
Entry from the Open Molecules 2025 dataset: an isolated molecule of C2H4O2S (the ωB97M-V functional and the def2-TZVPD basis).

Summary:
SMILES string = O=S1(=O)CC1
Highest occupied orbital energy = -10.237 eV
Frontier orbital gap = 0.39810 hartree

Structure (XYZ):
```
9
Properties=species:S:1:pos:R:3:nbo_charge:R:1
O -2.793 -0.435 0.842 -0.8843
S -1.684 0.457 0.660 2.0880
O -1.897 1.867 0.950 -0.9154
C 0.090 -0.115 0.843 -0.6227
C -0.470 0.343 -0.689 -0.6458
H 0.158 -1.210 0.817 0.2390
H 0.891 0.441 1.363 0.2496
H -0.463 1.363 -0.965 0.2475
H -0.429 -0.416 -1.473 0.2441
```



y:
Entry from the Open Molecules 2025 dataset: a structure of composition C2H4O2S (the ωB97M-V functional and the def2-TZVPD basis).

Summary:
Highest occupied orbital energy (alpha / beta) = -9.989 / -9.891 eV
Frontier orbital gap (alpha / beta) = 0.29079 / 0.29349 hartree

Structure (XYZ):
```
9
Properties=species:S:1:pos:R:3:nbo_charge:R:1
C -2.799 0.521 0.044 -0.4440
C 1.633 -0.250 -0.141 -0.3376
O -0.780 -1.123 0.488 -0.8834
O 0.857 0.866 -0.399 -0.4502
S -1.210 0.211 -0.049 1.2544
H -3.276 1.577 -0.044 0.2231
H 2.573 -0.404 -0.778 0.1945
H 1.023 -1.199 -0.087 0.2750
H 1.979 -0.199 0.966 0.1682
```



z:
Entry from the Open Molecules 2025 dataset: a cluster of 2 separate species, C2H4O2S in total (the ωB97M-V functional and the def2-TZVPD basis).

Summary:
Highest occupied orbital energy (alpha / beta) = -9.916 / -9.915 eV
Frontier orbital gap (alpha / beta) = 0.32826 / 0.32822 hartree

Structure (XYZ):
```
9
Properties=species:S:1:pos:R:3:nbo_charge:R:1
C 1.429 -0.940 -0.359 -0.6622
C -0.314 0.417 -0.108 -0.4498
O 3.985 -0.618 0.214 -0.8559
O 2.649 1.405 -0.300 -0.8657
S 2.704 0.023 0.090 1.9977
H 1.275 -1.813 0.255 0.2175
H -1.086 -0.199 -0.525 0.2030
H 0.026 1.241 -0.696 0.2156
H -0.322 0.546 0.954 0.2000
```



Tell me which of them is the most stable. Sure, it is w.